# 1
Computed, not measured: the ion C4H12N4 with charge +2, with ωB97M-V with the def2-TZVPD basis set.

```
20
Properties=species:S:1:pos:R:3:forces:R:3
C -0.968 2.119 3.335 -0.644 0.961 0.486
N -0.232 1.256 2.845 0.317 -0.523 -0.464
C 0.558 0.359 2.461 0.151 -0.079 0.379
N 0.882 0.068 1.185 0.302 -0.574 -0.511
N 0.334 0.758 0.136 -1.133 -0.870 -1.300
N -0.382 -0.195 -0.912 0.647 1.637 1.351
C 0.463 -1.070 -1.778 0.363 -0.425 -0.489
C -0.345 -1.431 -3.014 -0.008 -0.048 0.040
H -2.017 1.921 3.543 -0.049 -0.168 -0.059
H -0.587 3.116 3.567 0.126 -0.111 -0.035
H 1.062 -0.239 3.222 0.000 0.037 -0.089
H 1.663 -0.572 1.045 -0.147 0.210 0.012
H 1.036 1.263 -0.416 -0.083 -0.351 0.065
H -1.087 -0.747 -0.401 0.202 0.277 -0.009
H -0.894 0.471 -1.519 0.133 -0.198 0.363
H 1.357 -0.516 -2.071 -0.064 0.099 0.190
H 0.748 -1.964 -1.222 -0.017 0.173 0.128
H -1.250 -1.977 -2.761 -0.113 -0.083 0.010
H -0.602 -0.547 -3.593 -0.031 0.095 -0.052
H 0.259 -2.071 -3.652 0.048 -0.061 -0.016
```
Forces are in eV/Å.

## Properties
**Highest occupied orbital energy**: -0.7053 hartree
**HOMO-LUMO gap**: 11.289 eV
**Charge**: +2
**2S+1**: 1
**SMILES string**: C=N/C=[NH+]\N[NH2+]CC
**LUMO**: -7.90 eV
**Energy**: -10283.1339 eV


# 2
Computed, not measured: a cluster of 2 separate species, C4H12N4 in total, with ωB97M-V with the def2-TZVPD basis set.

```
20
Properties=species:S:1:pos:R:3:forces:R:3
C 2.912 -1.051 -1.631 0.713 -1.684 4.355
C 3.743 -1.300 0.722 1.686 1.717 0.531
C -2.508 2.074 1.284 4.698 -1.763 0.691
C -2.885 0.817 0.525 0.793 0.168 -0.374
N 3.191 -1.340 -0.370 -1.144 0.952 -2.799
N 1.617 -0.743 -1.904 2.376 0.283 -0.464
N 0.754 -0.634 -0.970 -0.716 -0.173 2.020
N -1.888 -0.239 0.323 -3.814 0.592 0.876
H 3.773 -1.307 -2.231 -0.725 0.152 -1.494
H 3.480 -1.942 1.467 -0.734 -2.551 1.725
H 4.525 -0.620 1.094 -0.390 0.605 -0.800
H -3.171 2.820 1.083 -1.706 2.083 -0.768
H -2.476 1.909 2.328 -0.254 -0.148 1.290
H -1.376 2.379 1.092 -2.468 -0.439 -0.206
H -3.396 1.120 -0.341 0.345 0.253 -2.288
H -3.856 0.419 0.925 0.579 -0.878 0.989
H 1.564 -0.494 -2.848 -1.324 0.739 -2.049
H -0.136 -0.172 -1.163 0.746 0.004 -1.314
H -1.840 -0.876 1.103 1.208 0.061 1.004
H -2.029 -0.821 -0.488 0.131 0.027 -0.924
```
Forces are in eV/Å.

## Properties
**Highest occupied orbital energy (alpha / beta)**: -0.6813 / -0.6161 hartree
**HOMO-LUMO gap (alpha / beta)**: 9.422 / 4.572 eV
**Charge**: +2
**2S+1**: 1
**LUMO (alpha / beta)**: -9.12 / -12.19 eV
**Energy**: -10279.2376 eV


# 3
Computed, not measured: an isolated molecule of C4H12N4O, with ωB97M-V with the def2-TZVPD basis set.

```
21
Properties=species:S:1:pos:R:3:forces:R:3
C -1.992 -0.852 -1.214 0.544 -0.678 -0.303
N -0.825 -0.981 -0.352 1.417 0.537 -2.333
C -0.800 -0.041 1.987 0.921 1.005 -0.983
N -0.621 0.378 0.721 0.289 1.475 2.311
H -0.858 -1.731 0.343 0.577 -0.107 -0.529
H -2.271 -1.832 -1.609 -0.185 0.172 -0.154
H -1.778 -0.172 -2.039 0.127 -0.076 0.145
H -2.818 -0.435 -0.636 0.105 -0.028 0.255
H -0.096 -0.759 2.427 -0.023 0.282 0.214
H -1.460 0.541 2.629 -0.223 -0.519 -0.302
C 0.803 1.892 -0.631 -0.149 0.035 -0.043
C 0.760 0.535 0.048 -0.636 -0.177 1.122
N 1.905 0.379 0.894 -0.163 -0.159 -0.238
O 1.492 -1.636 -0.650 -0.384 0.516 -0.529
N 0.613 -0.562 -0.950 -2.316 -1.854 0.941
H 1.791 -1.888 -1.537 -0.016 -0.073 0.278
H 1.787 1.008 1.683 0.058 -0.067 -0.072
H 1.945 -0.569 1.251 0.065 0.105 0.101
H -0.076 2.044 -1.258 0.014 -0.103 0.049
H 1.703 2.002 -1.242 -0.047 -0.113 0.142
H 0.797 2.676 0.136 0.026 -0.173 -0.070
```
Forces are in eV/Å.

## Properties
**Highest occupied orbital energy**: -0.2500 hartree
**HOMO-LUMO gap**: 7.536 eV
**2S+1**: 1
**LUMO**: 0.73 eV
**Energy**: -12344.0000 eV


# 4
Computed, not measured: a cluster of 2 separate species, C4H12N4O2S in total, with ωB97M-V with the def2-TZVPD basis set.

```
23
Properties=species:S:1:pos:R:3:forces:R:3
C -5.536 1.482 0.446 -0.064 1.332 1.948
C 2.211 -0.478 0.317 1.989 0.302 1.015
C 1.136 -0.322 -0.745 1.156 -2.138 -2.438
C 3.580 -0.077 -0.338 -1.707 -0.908 2.442
N -2.260 0.627 -0.329 2.302 -0.685 -0.425
N -1.126 0.438 -0.393 -1.555 0.374 0.186
N 0.078 0.495 -0.302 -1.328 0.985 0.644
N 4.664 -0.836 0.424 -1.449 -1.752 -0.160
O -4.476 -0.833 1.100 0.584 -0.296 0.326
O -5.151 -0.624 -1.290 0.152 0.439 -0.855
S -4.877 -0.109 -0.025 -1.041 0.016 1.795
H -5.806 1.636 1.620 0.498 -1.306 -2.830
H -4.718 2.201 0.320 0.054 -0.120 -0.401
H -6.340 1.707 -0.255 -0.027 -0.067 0.079
H 2.365 -1.453 0.810 -0.804 -0.256 -0.735
H 2.136 0.149 1.209 -0.750 0.361 -0.317
H 1.678 0.164 -1.654 -1.346 -0.493 1.333
H 0.877 -1.388 -1.128 -0.126 1.804 0.636
H 3.533 -0.454 -1.306 0.669 -0.421 -1.794
H 3.564 0.992 -0.271 1.179 0.516 -0.168
H 4.783 -0.486 1.411 0.651 -0.179 -1.394
H 5.506 -1.019 -0.182 -0.491 0.634 1.340
H 4.178 -1.809 0.559 1.455 1.858 -0.226
```
Forces are in eV/Å.

## Properties
**Highest occupied orbital energy**: -0.5946 hartree
**HOMO-LUMO gap**: 7.389 eV
**Charge**: +2
**2S+1**: 1
**LUMO**: -8.79 eV
**Energy**: -25211.2125 eV


# 5
Computed, not measured: a cluster of 4 separate species, C4H12N4O8 in total, with ωB97M-V with the def2-TZVPD basis set.

```
28
Properties=species:S:1:pos:R:3:forces:R:3
C 0.296 -4.730 1.162 -0.280 0.062 -0.453
N 0.725 -3.309 1.023 0.446 0.262 0.802
O 0.134 -2.579 0.254 0.128 -0.388 0.067
O 1.625 -2.952 1.778 -0.478 -0.041 -0.605
H 0.102 -5.134 0.171 0.093 0.091 -0.014
H -0.643 -4.709 1.708 0.059 -0.007 0.129
H 1.074 -5.266 1.686 -0.001 0.004 0.077
C 0.395 0.477 1.403 -0.056 -0.053 -0.110
N -0.858 0.230 0.626 -0.279 1.104 0.750
O -1.858 0.023 1.284 -0.296 -0.569 0.281
O -0.868 0.381 -0.565 0.511 -0.254 -0.835
H 0.078 0.858 2.366 0.008 -0.104 0.068
H 0.988 1.217 0.876 0.057 -0.163 -0.164
H 0.894 -0.483 1.499 0.122 0.076 -0.028
C -4.015 0.069 -1.575 -0.232 -0.597 -0.611
N -4.950 1.188 -1.849 0.231 0.149 0.244
O -4.448 2.266 -2.057 0.516 0.594 -0.041
O -6.135 0.986 -1.879 -0.922 -0.549 0.107
H -3.335 0.121 -2.421 0.429 -0.086 0.387
H -4.560 -0.869 -1.614 -0.196 0.131 0.032
H -3.538 0.173 -0.607 0.158 0.369 -0.108
C 4.584 2.757 -0.718 0.793 0.054 0.503
N 3.532 3.643 -0.158 -0.237 -0.182 0.203
O 3.794 4.815 -0.033 0.183 0.227 -0.007
O 2.459 3.143 0.108 -0.130 -0.242 0.035
H 4.311 2.583 -1.752 0.206 -0.043 -0.091
H 4.685 1.831 -0.156 -0.708 -0.061 -0.040
H 5.531 3.268 -0.560 -0.124 0.217 -0.580
```
Forces are in eV/Å.

## Properties
**Highest occupied orbital energy**: -0.3872 hartree
**HOMO-LUMO gap**: 10.239 eV
**2S+1**: 1
**SMILES string**: C[N+](=O)[O-].C[N+](=O)[O-].C[N+](=O)[O-].C[N+](=O)[O-]
**LUMO**: -0.30 eV
**Energy**: -26671.5614 eV


# 6
Computed, not measured: a cluster of 2 separate species, C4H12N5O2 in total, with ωB97M-V with the def2-TZVPD basis set.

```
23
Properties=species:S:1:pos:R:3:forces:R:3
C -0.135 -1.119 0.897 0.277 1.422 -2.353
C 0.534 -0.839 -0.330 0.556 -1.472 2.181
C -1.219 -0.293 1.289 0.290 -1.852 2.199
C 0.479 0.298 -2.361 3.414 -1.503 -1.325
N 0.218 0.161 -1.075 -1.066 1.937 -1.863
N -1.848 -0.571 2.459 -2.481 2.197 -1.211
N 0.215 1.367 -3.092 -1.656 1.349 1.310
N 1.309 -0.514 -3.087 0.002 -1.461 0.949
N 0.226 1.188 2.562 2.244 1.081 -1.524
O 1.640 -1.561 -0.672 0.045 -1.054 0.665
O -1.680 0.700 0.611 -1.945 0.954 -0.186
H 0.392 -1.766 1.555 -0.318 -0.519 0.701
H 0.691 0.429 3.051 -0.245 0.367 0.657
H -1.611 -1.386 2.930 0.196 -1.489 1.001
H -2.754 -0.053 2.731 2.314 -1.372 -0.471
H 0.140 1.393 -4.080 0.369 -0.261 -0.653
H -0.251 2.089 -2.615 -0.954 0.957 0.397
H 1.983 -1.078 -2.533 -1.063 0.249 -1.245
H 1.280 -0.473 -4.110 0.490 -0.100 0.937
H 0.945 1.336 1.754 -1.808 0.435 1.953
H 0.118 2.039 3.153 0.687 -0.987 -0.632
H 1.817 -2.381 -0.135 -0.577 1.270 -0.511
H -2.489 1.033 1.097 1.229 -0.148 -0.976
```
Forces are in eV/Å.

## Properties
**Highest occupied orbital energy**: -0.4448 hartree
**HOMO-LUMO gap**: 9.132 eV
**Charge**: +1
**2S+1**: 1
**LUMO**: -2.97 eV
**Energy**: -15881.6776 eV


# 7
Computed, not measured: the ion C4H12N6O with charge +2, with ωB97M-V with the def2-TZVPD basis set.

```
23
Properties=species:S:1:pos:R:3:forces:R:3
N -1.357 2.441 -1.457 -1.033 2.722 0.061
C -0.544 1.533 -0.954 1.769 -2.422 0.032
N 0.525 1.157 -1.617 -1.176 1.451 -0.750
N 1.206 -0.020 -1.221 0.183 0.875 -2.421
N 1.426 -0.178 0.120 -3.325 2.254 2.938
C 2.241 -1.281 0.415 1.481 -0.061 0.810
O 1.599 -2.411 -0.092 -0.246 -2.008 -0.043
C -0.067 -0.129 0.802 4.605 -1.085 -2.448
N -0.350 -1.095 1.654 -1.212 0.178 1.260
C -0.868 0.786 0.236 -2.309 -0.690 0.476
N -2.348 0.601 0.659 2.490 -0.302 -3.808
H -1.886 3.087 -0.767 1.388 -1.222 -1.970
H -1.024 2.845 -2.379 -0.796 -0.360 1.555
H 0.851 -0.907 -1.548 -1.099 -0.613 -0.983
H 2.048 0.152 -1.820 0.201 -0.499 1.278
H 2.281 -1.086 1.506 0.718 -1.388 -0.100
H 3.257 -1.069 -0.053 -1.036 -0.444 0.702
H 1.903 -3.373 0.027 0.111 2.399 0.094
H -1.189 -1.047 2.228 0.151 0.052 -0.255
H 0.296 -1.695 2.127 0.856 -0.202 -0.356
H -2.262 0.525 1.600 -1.012 0.340 3.810
H -2.864 -0.172 0.256 0.391 -1.187 -0.113
H -2.874 1.333 0.278 -1.098 2.214 0.232
```
Forces are in eV/Å.

## Properties
**Highest occupied orbital energy**: -0.6348 hartree
**HOMO-LUMO gap**: 9.982 eV
**Charge**: +2
**2S+1**: 1
**SMILES string**: NC1=N[NH2+]N(CO)C(N)=C1[NH3+]
**LUMO**: -7.29 eV
**Energy**: -15309.9402 eV


# 8
Computed, not measured: a cluster of 2 separate species, C4H12NO in total, with ωB97M-V with the def2-TZVPD basis set.

```
18
Properties=species:S:1:pos:R:3:forces:R:3
C -1.650 -0.221 -2.199 -0.325 -0.115 -0.056
O -2.793 -0.681 -2.736 0.154 0.050 0.108
C -1.531 -0.481 -0.671 -0.322 0.111 -0.334
H -1.507 0.887 -2.334 0.131 0.051 0.020
H -0.718 -0.681 -2.636 0.048 0.045 -0.041
H -0.547 -0.196 -0.287 0.117 0.024 0.125
H -1.715 -1.544 -0.523 0.100 -0.198 0.163
H -2.324 0.063 -0.144 0.099 0.019 0.017
C 1.119 1.380 1.983 -0.303 -0.248 -0.006
N 2.249 0.681 1.409 0.182 -0.079 -0.031
C 2.207 -0.748 1.650 -0.224 -0.101 -0.085
H 0.198 0.902 1.639 0.085 0.109 -0.116
H 1.080 1.353 3.082 0.117 0.049 0.095
H 1.108 2.410 1.642 -0.018 0.177 0.029
H 3.120 1.054 1.765 -0.042 0.083 0.000
H 2.084 -1.014 2.710 0.075 -0.017 0.100
H 3.117 -1.209 1.270 0.052 -0.053 0.015
H 1.361 -1.187 1.112 0.073 0.092 -0.004
```
Forces are in eV/Å.

## Properties
**Highest occupied orbital energy**: -0.0715 hartree
**HOMO-LUMO gap**: 5.285 eV
**Charge**: -1
**2S+1**: 1
**LUMO**: 3.34 eV
**Energy**: -7878.9798 eV


# 9
Computed, not measured: a cluster of 2 separate species, C4H12NO in total, with ωB97M-V with the def2-TZVPD basis set.

```
18
Properties=species:S:1:pos:R:3:forces:R:3
C -1.286 0.980 0.382 -0.028 0.256 -0.920
C -0.416 0.409 -0.770 -0.496 0.568 0.395
C -0.707 -1.054 -0.985 -0.073 -0.469 -0.148
N -0.594 1.157 -2.035 -0.157 0.697 -0.314
H -0.914 0.644 1.345 0.034 -0.152 0.000
H -1.199 2.073 0.302 -0.152 -0.033 0.300
H -2.359 0.715 0.235 0.495 0.090 0.048
H 0.632 0.483 -0.469 -0.239 0.050 0.081
H -0.066 -1.412 -1.787 0.069 -0.207 -0.205
H -0.454 -1.607 -0.072 -0.124 0.274 -0.128
H -1.755 -1.249 -1.282 0.206 0.169 0.115
H -0.260 2.138 -1.946 -0.401 -1.037 0.113
H -1.594 1.212 -2.261 0.412 0.039 0.101
C 2.054 -1.009 1.843 -0.967 1.014 -0.234
O 0.867 -0.440 1.430 1.079 -0.643 0.647
H 2.234 -2.029 1.468 0.014 -0.494 -0.125
H 2.951 -0.431 1.504 0.105 -0.030 0.126
H 2.133 -1.075 2.950 0.223 -0.094 0.150
```
Forces are in eV/Å.

## Properties
**Highest occupied orbital energy**: -0.0853 hartree
**HOMO-LUMO gap**: 6.632 eV
**Charge**: -1
**2S+1**: 1
**LUMO**: 4.31 eV
**Energy**: -7879.4347 eV


# 10
Computed, not measured: a cluster of 2 separate species, C4H12NO in total, with ωB97M-V with the def2-TZVPD basis set.

```
18
Properties=species:S:1:pos:R:3:forces:R:3
C 2.291 0.743 1.510 -0.066 -0.333 -0.744
O 1.936 0.409 0.215 1.083 0.623 1.387
H 3.214 1.400 1.567 -0.394 -0.324 0.153
H 1.486 1.309 2.077 0.283 -0.105 -0.203
H 2.496 -0.158 2.170 0.041 0.459 -0.246
C -2.362 -0.679 -0.742 0.761 -0.337 -0.678
N -1.097 -0.404 -0.098 -0.089 1.120 0.100
C -0.057 -1.219 -0.681 -0.100 0.283 -2.191
C -0.794 1.041 -0.223 1.260 -0.337 1.856
H -2.693 -1.660 -0.421 -0.115 -0.501 -0.301
H -2.238 -0.659 -1.894 -0.490 0.091 1.320
H -3.115 0.006 -0.379 -0.228 0.455 -0.221
H 0.964 -0.973 -0.365 -0.365 0.125 0.581
H -0.309 -2.271 -0.597 -0.093 -0.318 0.196
H -0.055 -0.988 -1.812 0.059 -0.413 0.790
H 0.217 1.232 0.268 -0.839 -0.540 -1.252
H -1.464 1.609 0.429 -0.615 -0.009 -0.497
H -0.784 1.390 -1.264 -0.093 0.061 -0.049
```
Forces are in eV/Å.

## Properties
**Highest occupied orbital energy**: -0.0921 hartree
**HOMO-LUMO gap**: 6.637 eV
**Charge**: -1
**2S+1**: 1
**LUMO**: 4.13 eV
**Energy**: -7878.5465 eV


Among the records above, which one has the highest energy? number 10


The highest energy belongs to which entry? number 10


What did the fourth record say?
Computed, not measured: a cluster of 2 separate species, C4H12N4O2S in total, with ωB97M-V with the def2-TZVPD basis set.

```
23
Properties=species:S:1:pos:R:3:forces:R:3
C -5.536 1.482 0.446 -0.064 1.332 1.948
C 2.211 -0.478 0.317 1.989 0.302 1.015
C 1.136 -0.322 -0.745 1.156 -2.138 -2.438
C 3.580 -0.077 -0.338 -1.707 -0.908 2.442
N -2.260 0.627 -0.329 2.302 -0.685 -0.425
N -1.126 0.438 -0.393 -1.555 0.374 0.186
N 0.078 0.495 -0.302 -1.328 0.985 0.644
N 4.664 -0.836 0.424 -1.449 -1.752 -0.160
O -4.476 -0.833 1.100 0.584 -0.296 0.326
O -5.151 -0.624 -1.290 0.152 0.439 -0.855
S -4.877 -0.109 -0.025 -1.041 0.016 1.795
H -5.806 1.636 1.620 0.498 -1.306 -2.830
H -4.718 2.201 0.320 0.054 -0.120 -0.401
H -6.340 1.707 -0.255 -0.027 -0.067 0.079
H 2.365 -1.453 0.810 -0.804 -0.256 -0.735
H 2.136 0.149 1.209 -0.750 0.361 -0.317
H 1.678 0.164 -1.654 -1.346 -0.493 1.333
H 0.877 -1.388 -1.128 -0.126 1.804 0.636
H 3.533 -0.454 -1.306 0.669 -0.421 -1.794
H 3.564 0.992 -0.271 1.179 0.516 -0.168
H 4.783 -0.486 1.411 0.651 -0.179 -1.394
H 5.506 -1.019 -0.182 -0.491 0.634 1.340
H 4.178 -1.809 0.559 1.455 1.858 -0.226
```
Forces are in eV/Å.

## Properties
**Highest occupied orbital energy**: -0.5946 hartree
**HOMO-LUMO gap**: 7.389 eV
**Charge**: +2
**2S+1**: 1
**LUMO**: -8.79 eV
**Energy**: -25211.2125 eV


Repeat the third record exactly.
Computed, not measured: an isolated molecule of C4H12N4O, with ωB97M-V with the def2-TZVPD basis set.

```
21
Properties=species:S:1:pos:R:3:forces:R:3
C -1.992 -0.852 -1.214 0.544 -0.678 -0.303
N -0.825 -0.981 -0.352 1.417 0.537 -2.333
C -0.800 -0.041 1.987 0.921 1.005 -0.983
N -0.621 0.378 0.721 0.289 1.475 2.311
H -0.858 -1.731 0.343 0.577 -0.107 -0.529
H -2.271 -1.832 -1.609 -0.185 0.172 -0.154
H -1.778 -0.172 -2.039 0.127 -0.076 0.145
H -2.818 -0.435 -0.636 0.105 -0.028 0.255
H -0.096 -0.759 2.427 -0.023 0.282 0.214
H -1.460 0.541 2.629 -0.223 -0.519 -0.302
C 0.803 1.892 -0.631 -0.149 0.035 -0.043
C 0.760 0.535 0.048 -0.636 -0.177 1.122
N 1.905 0.379 0.894 -0.163 -0.159 -0.238
O 1.492 -1.636 -0.650 -0.384 0.516 -0.529
N 0.613 -0.562 -0.950 -2.316 -1.854 0.941
H 1.791 -1.888 -1.537 -0.016 -0.073 0.278
H 1.787 1.008 1.683 0.058 -0.067 -0.072
H 1.945 -0.569 1.251 0.065 0.105 0.101
H -0.076 2.044 -1.258 0.014 -0.103 0.049
H 1.703 2.002 -1.242 -0.047 -0.113 0.142
H 0.797 2.676 0.136 0.026 -0.173 -0.070
```
Forces are in eV/Å.

## Properties
**Highest occupied orbital energy**: -0.2500 hartree
**HOMO-LUMO gap**: 7.536 eV
**2S+1**: 1
**LUMO**: 0.73 eV
**Energy**: -12344.0000 eV